# C20H24AuN3O2SSi

A molecular structure, C20H24AuN3O2SSi in a non-equilibrium geometry (ωB97M-V/def2-TZVPD, the OMol25 dataset).

Values from the calculation:
Relative energy (zero: lowest compared OMol25 entry of this formula, charge and spin), kJ/mol: 156.8
Electronic energy, Ha: -1914.0747
LUMO (spin up / spin down), eV: -9.741 / -9.732
HOMO energy (spin up / spin down), eV: -14.86 / -14.90
Max |F|, hartree/bohr: 0.0386

```
! wB97M-V def2-TZVPD RIJCOSX def2/J DEFGRID3
* xyz 2 1
Au -0.004 -0.075 0.202
C 2.694 1.355 4.879
Si 3.678 -0.226 4.417
C 2.887 -1.740 5.291
C 5.515 -0.103 4.853
C 3.455 -0.393 2.509
C 4.536 -0.395 1.628
C 4.343 -0.385 0.255
C 3.046 -0.348 -0.238
N 2.001 -0.358 0.577
C 2.186 -0.412 1.914
S 0.688 -0.499 2.758
H 2.664 1.482 5.955
H 1.673 1.288 4.515
H 3.165 2.236 4.453
H 2.952 -1.603 6.366
H 3.434 -2.641 5.025
H 1.843 -1.858 5.017
H 5.634 -0.107 5.932
H 5.976 0.810 4.490
H 6.088 -0.942 4.472
H 5.541 -0.387 2.018
H 5.172 -0.394 -0.435
H 2.848 -0.313 -1.299
O -6.416 2.338 -0.228
C -6.216 0.954 -0.256
C -4.749 0.660 -0.253
C -4.247 -0.638 -0.165
C -2.880 -0.816 -0.110
N -2.015 0.198 -0.129
C -2.468 1.459 -0.263
C -3.832 1.703 -0.341
C -1.490 2.555 -0.275
C -1.859 3.896 -0.246
C -0.884 4.882 -0.145
C -1.305 6.327 -0.016
O -2.576 6.549 -0.558
C 0.451 4.492 -0.141
C 0.744 3.143 -0.242
N -0.197 2.215 -0.281
H -7.356 2.548 -0.258
H -6.660 0.501 -1.159
H -6.677 0.466 0.618
H -4.901 -1.495 -0.128
H -2.452 -1.806 -0.040
H -4.216 2.700 -0.461
H -2.890 4.209 -0.281
H -0.536 6.980 -0.438
H -1.370 6.544 1.062
H -2.526 7.040 -1.387
H 1.249 5.214 -0.072
H 1.766 2.793 -0.301
*
```


# C28H33FN4O3

3 unconnected molecules or ions with the total composition C28H33FN4O3 in a non-equilibrium geometry (ωB97M-V/def2-TZVPD, the OMol25 dataset).

Values from the calculation:
Electronic energy, Ha: -1631.4092
LUMO, eV: -0.543
HOMO energy, eV: -9.16
SMILES: C[C@H](F)c1c(CCC(N)=O)cc2c(c1Cc1ccccc1)C(=O)NC2=O.CCCC#N.CCCC#N
Max |F|, hartree/bohr: 0.0357

```
! wB97M-V def2-TZVPD RIJCOSX def2/J DEFGRID3
* xyz 0 1
C 2.719 -0.732 2.593
C 3.252 0.479 1.794
F 3.388 1.614 2.595
C 2.413 0.772 0.558
C 2.828 0.322 -0.696
C 4.081 -0.510 -0.945
C 3.640 -1.915 -1.447
C 2.936 -2.694 -0.333
N 1.562 -2.963 -0.373
O 3.592 -3.113 0.606
C 2.078 0.622 -1.817
C 0.934 1.348 -1.711
C 0.513 1.782 -0.466
C 1.221 1.492 0.672
C 0.654 1.970 1.998
C -0.674 1.220 2.250
C -1.736 1.797 2.920
C -2.888 1.079 3.121
C -3.053 -0.204 2.654
C -2.003 -0.769 1.956
C -0.840 -0.062 1.779
C -0.772 2.577 -0.641
O -1.512 3.075 0.173
N -0.911 2.654 -2.046
C -0.070 1.787 -2.761
O -0.199 1.483 -3.922
H 2.672 -0.551 3.670
H 1.753 -1.053 2.202
H 3.416 -1.563 2.449
H 4.272 0.230 1.497
H 4.678 -0.044 -1.733
H 4.679 -0.701 -0.055
H 4.507 -2.518 -1.731
H 2.966 -1.833 -2.307
H 1.093 -2.457 -1.119
H 1.119 -2.699 0.503
H 2.418 0.273 -2.790
H 0.412 3.035 1.939
H 1.288 1.740 2.852
H -1.674 2.810 3.304
H -3.705 1.540 3.671
H -3.954 -0.786 2.814
H -2.121 -1.779 1.574
H -0.057 -0.583 1.234
H -1.895 2.605 -2.298
C -3.234 -3.312 5.199
C -2.124 -3.740 6.153
C -0.837 -2.928 5.970
C -0.313 -3.095 4.608
N 0.088 -3.226 3.535
H -2.950 -3.471 4.158
H -4.138 -3.893 5.383
H -3.478 -2.255 5.330
H -1.913 -4.801 6.003
H -2.471 -3.624 7.181
H -0.077 -3.257 6.679
H -1.026 -1.868 6.145
C -1.755 1.868 -6.321
C -0.962 2.258 -7.563
C -1.583 3.433 -8.326
C -2.938 3.093 -8.785
N -4.001 2.827 -9.143
H -2.761 1.531 -6.580
H -1.264 1.056 -5.801
H -1.841 2.709 -5.632
H -0.884 1.392 -8.223
H 0.054 2.527 -7.267
H -0.974 3.683 -9.196
H -1.639 4.316 -7.688
*
```


# C5H14

2 unconnected molecules or ions with the total composition C5H14 in a non-equilibrium geometry (ωB97M-V/def2-TZVPD, the OMol25 dataset).

Values from the calculation:
Relative energy (zero: lowest compared OMol25 entry of this formula, charge and spin), kJ/mol: 84.4
Electronic energy, Ha: -198.4548
LUMO (spin up / spin down), eV: -3.189 / -10.992
HOMO energy (spin up / spin down), eV: -14.95 / -14.93
Max |F|, hartree/bohr: 0.0558
⟨S²⟩: 0.752

```
! wB97M-V def2-TZVPD RIJCOSX def2/J DEFGRID3
* xyz 1 2
C -1.836 0.111 -1.738
C -0.712 0.054 -2.820
H -2.780 0.319 -2.243
H -1.928 -0.754 -1.082
H -1.660 0.981 -1.082
H -1.027 -0.652 -3.573
H 0.149 -0.344 -2.243
H -0.431 1.053 -3.117
C 1.297 -0.132 1.120
C 0.096 -1.107 1.416
C 1.594 0.972 2.170
H 2.145 -0.834 1.127
H 0.976 0.378 0.204
H 0.155 -1.618 2.378
H -0.283 -1.813 0.687
H 1.817 1.948 1.741
H 0.703 1.214 2.771
H -0.757 -0.401 1.593
H 2.483 0.625 2.691
*
```


# C11H17N2

2 unconnected molecules or ions with the total composition C11H17N2 in a non-equilibrium geometry (ωB97M-V/def2-TZVPD, the OMol25 dataset).

Values from the calculation:
Relative energy (zero: lowest compared OMol25 entry of this formula, charge and spin), kJ/mol: 335.3
Electronic energy, Ha: -538.5129
LUMO, eV: -3.739
HOMO energy, eV: -10.16
Max |F|, hartree/bohr: 0.0900

```
! wB97M-V def2-TZVPD RIJCOSX def2/J DEFGRID3
* xyz 1 1
C 2.934 -1.194 -0.544
C 1.122 1.904 -1.273
C 1.131 0.517 -1.292
C 2.480 0.113 -0.917
C 3.198 1.296 -0.743
C -1.250 1.784 -1.719
C -0.019 2.516 -1.579
C -1.154 0.390 -1.950
C 0.010 -0.213 -1.587
N 2.349 2.421 -0.810
H -2.208 2.243 -2.081
H 0.050 3.571 -1.842
H -1.893 -0.130 -2.550
H 0.148 -1.309 -1.905
H 2.478 3.268 -0.252
H 4.262 1.509 -0.765
H 3.489 -1.855 -1.258
H 2.045 -1.818 -0.278
H 3.303 -1.156 0.580
C -2.589 -1.122 2.260
C -2.204 -0.985 0.837
N -1.344 -1.780 3.118
H -2.742 0.052 2.610
H -3.543 -1.566 2.527
H -1.195 -1.166 0.486
H -2.522 0.064 0.573
H -1.637 -2.738 3.244
H -0.388 -1.599 2.834
H -1.480 -1.424 4.111
H -2.833 -1.592 0.164
*
```